This record from the OMol25 dataset describes a structure of composition C28H30N2RuS2Si. The level of theory is wB97M-V/def2-TZVPD.

The geometry in XYZ format:
```
64
C28H30N2RuS2Si, DFT wB97M-V/def2-TZVPD
Ru 0.00000 0.00000 0.00000
C -0.71312 0.72085 -2.88999
N -0.78207 1.28928 -1.55953
C -0.67762 2.76016 -1.40773
C 0.26425 3.10681 -0.24145
N 1.05114 1.93064 -0.03591
C 1.92271 1.43205 -1.10375
C 1.83182 1.61206 1.16176
C 2.59434 2.69494 1.67344
C 3.57769 2.52166 2.65123
C 3.84145 1.25612 3.16752
C 3.09860 0.14960 2.74632
C 2.08481 0.26475 1.77335
S 1.01379 -1.31009 1.79537
C -1.94201 0.87480 -0.72149
C -3.15252 0.66610 -1.46137
C -4.39587 0.40501 -0.87684
C -4.50313 0.33484 0.49766
C -3.36810 0.52135 1.28387
C -2.08314 0.79406 0.74460
S -0.90461 0.89856 2.13467
H -1.38842 1.22142 -3.59257
H -0.92336 -0.35477 -2.87991
H 0.29340 0.83393 -3.30359
H -1.64730 3.26420 -1.30037
H -0.24014 3.17357 -2.32695
H -0.31841 3.37867 0.64356
H 0.87747 3.97757 -0.50126
H 2.99071 1.61250 -0.91328
H 1.74058 1.93996 -2.05609
H 1.78544 0.35464 -1.25260
H 2.43160 3.68795 1.27322
H 4.13068 3.38023 3.01223
H 4.58713 1.12505 3.94242
H 3.26445 -0.80648 3.23607
H -3.15322 0.74647 -2.54043
H -5.27087 0.26749 -1.50085
H -5.45338 0.13024 0.97611
H -3.48506 0.43353 2.36371
C -1.36569 -4.73701 3.50795
C -2.20941 -3.93693 2.73234
C -1.70995 -3.27944 1.60336
C -0.36129 -3.42147 1.24529
C 0.48224 -4.22296 2.02841
C -0.02045 -4.87940 3.15639
Si 0.32032 -2.55917 -0.24536
C -0.49311 -3.14576 -1.80244
C -1.86628 -2.95243 -2.01242
C -2.46571 -3.40086 -3.19379
C -1.69776 -4.04254 -4.16953
C -0.32850 -4.23507 -3.96575
C 0.27406 -3.78744 -2.78571
H -1.75367 -5.24511 4.38134
H -3.25048 -3.82515 3.00641
H -2.37556 -2.66070 1.01873
H 1.52652 -4.34244 1.76780
H 0.63277 -5.49809 3.75789
H 1.75747 -2.86026 -0.33474
H -2.47459 -2.45355 -1.27164
H -3.52554 -3.24990 -3.35338
H -2.16307 -4.38903 -5.08336
H 0.26609 -4.73107 -4.72205
H 1.33582 -3.94369 -2.64106
H -0.28930 -0.77448 -1.63008
```

Computed properties:
E_tot = -2374.9408 hartree
orbital gap (alpha / beta) = 5.84 / 6.30 eV
⟨S²⟩ = 6.034
E_LUMO (alpha / beta) = 0.0180 / -0.0183 hartree
spin multiplicity = 5
max |F| = 0.07641 Eh/bohr
HOMO (alpha / beta) = -5.4 / -6.8 eV

This record from the OMol25 dataset describes a structure of composition C28H30NO2P2Ru. The level of theory is wB97M-V/def2-TZVPD.

The geometry in XYZ format:
```
64
C28H30NO2P2Ru, DFT wB97M-V/def2-TZVPD
Ru 0.65769 0.62893 0.81052
N -1.59815 -1.29833 1.44906
P -0.11645 -1.75744 0.75527
C 0.54405 -3.07116 1.80272
C -0.20898 -4.21534 2.07639
C 0.29625 -5.19518 2.91285
C 1.56136 -5.04672 3.47197
C 2.31879 -3.91972 3.19657
C 1.80758 -2.93092 2.36525
C -0.53620 -2.55406 -0.81007
C -1.47695 -1.92918 -1.63034
C -1.75901 -2.44887 -2.88234
C -1.09275 -3.58335 -3.32988
C -0.14609 -4.19856 -2.52404
C 0.13580 -3.68657 -1.26580
P -1.63596 0.37371 1.73031
C -2.11313 0.53421 3.46615
C -1.36116 -0.15673 4.41759
C -1.66757 -0.04168 5.76237
C -2.71845 0.77377 6.16637
C -3.46170 1.46913 5.22484
C -3.16219 1.35197 3.87431
C -3.00851 1.06134 0.78565
C -4.17093 0.33609 0.53347
C -5.21113 0.91905 -0.17222
C -5.09633 2.22971 -0.61962
C -3.93862 2.95353 -0.37525
C -2.89063 2.36803 0.31971
H -2.29788 -1.94997 1.78179
H -1.18555 -4.34902 1.62417
H -0.29032 -6.07910 3.12464
H 1.95654 -5.81677 4.12100
H 3.30540 -3.80940 3.62655
H 2.39629 -2.04623 2.14959
H -1.98614 -1.03530 -1.28725
H -2.49508 -1.96768 -3.51262
H -1.31240 -3.98736 -4.30917
H 0.37076 -5.08247 -2.87326
H 0.87139 -4.17554 -0.63893
H -0.54314 -0.79742 4.10216
H -1.08984 -0.58564 6.49783
H -2.95729 0.86387 7.21759
H -4.28093 2.10184 5.53893
H -3.74968 1.89299 3.14342
H -4.26480 -0.68685 0.87838
H -6.11177 0.35407 -0.37176
H -5.91072 2.68491 -1.16738
H -3.84747 3.96893 -0.73679
H -1.97362 2.92174 0.48650
C 0.83157 0.75993 -2.30353
O 0.25797 0.97879 -1.04139
H 0.09232 0.97388 -3.07841
H 1.15244 -0.28189 -2.41678
H 1.69269 1.41693 -2.46278
C 3.69575 0.04788 -0.13272
O 3.65355 0.41830 1.26356
C 2.50106 0.71192 1.77270
C 2.63973 1.04579 3.21927
H 3.32168 0.87408 -0.73383
H 3.08452 -0.84190 -0.28422
H 4.73645 -0.15397 -0.36201
H 3.66198 1.31387 3.48702
H 2.34586 0.15509 3.78657
H 1.94140 1.83412 3.49965
```

Computed properties:
E_tot = -2067.5167 hartree
ΔE to the lowest compared entry with this formula, charge and spin = 0.00 kcal per mole
orbital gap (alpha / beta) = 7.63 / 7.83 eV
⟨S²⟩ = 6.020
E_LUMO (alpha / beta) = -0.0937 / -0.1438 hartree
spin multiplicity = 5
max |F| = 0.00255 Eh/bohr
net charge = +1
HOMO (alpha / beta) = -10.2 / -11.7 eV

This record from the OMol25 dataset describes a structure of composition C28H31AsBrN3PPrS4. The level of theory is wB97M-V/def2-TZVPD.

The geometry in XYZ format:
```
70
C28H31AsBrN3PPrS4, DFT wB97M-V/def2-TZVPD
Pr 1.02515 -2.06347 0.68954
C -2.38744 -1.07534 0.70587
C -2.31186 -1.16036 2.22675
N -0.98993 -1.53482 2.68981
C -0.92140 -2.58254 3.69597
C -1.26531 -3.95436 3.11725
N -0.69075 -4.19559 1.79923
C -1.62676 -4.62904 0.77754
C -2.53033 -3.49755 0.29179
N -1.81399 -2.24893 0.06378
H -1.80917 -0.21337 0.36257
H -3.44068 -0.90092 0.41882
H -3.03609 -1.89647 2.59085
H -2.62888 -0.19646 2.64714
H -0.41690 -0.74440 2.98947
H -1.59497 -2.38968 4.54939
H 0.10858 -2.58593 4.06116
H -2.35420 -4.05338 3.02521
H -0.95504 -4.72543 3.83298
H 0.14022 -4.77880 1.80272
H -2.27393 -5.45822 1.11686
H -1.02339 -4.99859 -0.05262
H -3.32391 -3.31240 1.02222
H -3.04211 -3.83278 -0.62030
H -1.62579 -2.04998 -0.91187
C -3.15212 4.64241 -1.46172
C -3.32921 3.26458 -1.46962
C -2.28945 2.43085 -1.08810
C -1.04852 2.94482 -0.70599
C -0.88288 4.32742 -0.71665
C -1.92581 5.16739 -1.08313
P 0.23069 1.68536 -0.27911
C 1.56549 2.65727 0.48925
C 2.89260 2.40387 0.16074
C 3.92240 2.91667 0.93407
C 3.64229 3.71057 2.03489
C 2.31985 3.98179 2.36668
C 1.29311 3.44789 1.60559
C 0.87583 1.37904 -1.96754
C 1.33588 2.44431 -2.70027
C 1.76753 2.29346 -4.02891
C 1.67726 1.06038 -4.61117
C 1.18720 -0.05236 -3.89116
C 1.04943 -1.30720 -4.55133
C 0.54869 -2.36861 -3.87209
C 0.22219 -2.23708 -2.49171
C 0.38213 -1.08287 -1.76016
C 0.81656 0.06398 -2.52317
H -3.96318 5.29937 -1.75325
H -4.27690 2.83392 -1.76834
H -2.43720 1.35752 -1.09844
H 0.07419 4.74983 -0.43665
H -1.77247 6.24066 -1.07969
H 3.13262 1.72964 -0.65479
H 4.94231 2.64135 0.70076
H 4.44753 4.08148 2.65636
H 2.08771 4.57366 3.24390
H 0.26849 3.61376 1.92260
H 1.36326 3.42883 -2.24374
H 2.14933 3.14488 -4.57894
H 1.98418 0.90978 -5.64175
H 1.34983 -1.38576 -5.59056
H 0.43279 -3.33206 -4.35754
H -0.10375 -3.15227 -1.99900
S 2.49462 -3.28487 2.88438
As 3.39721 -1.33224 2.47487
S 1.72704 0.06084 2.70465
S 3.66239 -1.31156 0.27595
S 5.15356 -0.83918 3.55566
Br 1.57421 -4.72270 -0.49795
```

Computed properties:
E_tot = -8510.9986 hartree
ΔE to the lowest compared entry with this formula, charge and spin = 11.15 kcal per mole
orbital gap (alpha / beta) = 5.74 / 5.75 eV
⟨S²⟩ = 2.002
E_LUMO (alpha / beta) = 0.1515 / 0.1515 hartree
spin multiplicity = 3
max |F| = 0.02159 Eh/bohr
net charge = -2
HOMO (alpha / beta) = -1.6 / -1.6 eV